Computed, not measured: 3 unconnected molecules or ions with the total composition C5H17NO2 at a distorted geometry, with the ωB97M-V functional and the def2-TZVPD basis.

```
25
Properties=species:S:1:pos:R:3:nbo_charge:R:1
C 0.523 2.539 0.094 -0.611
C 1.001 1.139 0.480 -0.413
C 0.462 0.006 -0.569 -0.402
C -0.674 -0.845 -0.074 -0.064
C -1.175 -1.756 -1.294 -0.627
N -0.347 -1.798 1.047 -0.877
H 0.995 3.415 0.592 0.223
H -0.524 2.626 0.366 0.215
H 0.697 2.601 -0.999 0.187
H 2.063 0.944 0.491 0.184
H 0.799 0.914 1.531 0.216
H 0.140 0.644 -1.462 0.212
H 1.315 -0.672 -0.762 0.197
H -1.440 -0.161 0.330 0.198
H -0.778 -1.459 -2.232 0.215
H -2.265 -1.696 -1.368 0.216
H -0.964 -2.853 -1.029 0.202
H -0.982 -2.572 0.922 0.369
H 0.629 -2.015 1.065 0.372
O -2.420 -0.631 2.826 -0.968
H -1.873 -0.229 3.501 0.467
H -1.844 -1.146 2.248 0.487
O 2.493 0.932 -2.116 -0.939
H 2.433 0.621 -1.215 0.474
H 1.736 1.452 -2.372 0.467
```

The HOMO energy comes out at -0.356 Ha. Its spin multiplicity is 1. The calculation puts the energy relative to the best compared isomer or geometry (same formula, charge and spin) at 157.03 kJ/mol. Its SMILES is CCC[C@@H](C)N.O.O. For the total energy, the calculation gives -405.8826 hartree. As for the total charge: 0.

***

Computed, not measured: 3 unconnected molecules or ions with the total composition C5H17NO2 at a distorted geometry, with the ωB97M-V functional and the def2-TZVPD basis.

```
25
Properties=species:S:1:pos:R:3:nbo_charge:R:1
C -0.889 2.514 1.376 -0.604
C -0.646 0.994 1.537 -0.418
C -1.135 0.167 0.403 -0.226
N -0.925 -1.291 0.512 -0.426
C -1.044 -1.928 -0.796 -0.391
C 0.317 -1.640 1.196 -0.426
H -1.846 2.847 1.764 0.209
H -0.020 3.057 1.707 0.214
H -1.008 2.676 0.290 0.203
H -0.935 0.679 2.550 0.203
H 0.426 0.855 1.693 0.201
H -0.652 0.603 -0.485 0.169
H -2.206 0.225 0.227 0.195
H -1.964 -1.519 -1.190 0.208
H -1.010 -3.004 -0.686 0.202
H -0.196 -1.673 -1.444 0.126
H 0.533 -2.683 1.034 0.197
H 1.189 -1.044 0.900 0.169
H 0.142 -1.542 2.270 0.202
O 0.358 0.514 -2.948 -0.947
H 1.164 1.022 -2.816 0.478
H 0.353 -0.194 -2.280 0.464
O 3.150 0.448 -1.566 -0.956
H 3.921 0.172 -1.061 0.480
H 2.925 -0.253 -2.186 0.475
```

The HOMO energy comes out at -0.309 Ha. Its spin multiplicity is 1. The calculation puts the energy relative to the best compared isomer or geometry (same formula, charge and spin) at 133.06 kJ/mol. Its SMILES is CCCN(C)C.O.O. For the total energy, the calculation gives -405.8918 hartree. As for the total charge: 0.

***

Computed, not measured: 4 unconnected molecules or ions with the total composition C5H17NO4S at a distorted geometry, with the ωB97M-V functional and the def2-TZVPD basis.

```
28
Properties=species:S:1:pos:R:3:nbo_charge:R:1
C -0.609 0.897 2.974 -0.608
C -0.504 0.897 1.454 -0.058
C 0.789 1.551 0.985 -0.415
C 1.010 1.505 -0.526 -0.500
S -0.328 2.351 -1.435 -0.142
N -0.573 -0.456 0.909 -0.621
C -1.704 -0.987 0.454 0.556
O -1.756 -2.031 -0.194 -0.691
H -0.551 1.915 3.367 0.213
H -1.561 0.475 3.301 0.210
H 0.174 0.292 3.423 0.207
H -1.340 1.453 1.038 0.214
H 0.802 2.590 1.313 0.215
H 1.635 1.044 1.463 0.214
H 1.054 0.484 -0.875 0.215
H 1.953 1.978 -0.787 0.218
H -0.474 1.435 -2.407 0.193
H 0.302 -0.951 0.732 0.433
H -2.608 -0.406 0.654 0.127
O 0.215 -2.333 -1.858 -1.019
H 0.189 -3.218 -2.237 0.489
H -0.520 -2.299 -1.195 0.510
O -0.320 0.012 -3.470 -0.969
H -0.939 -0.305 -4.141 0.480
H -0.070 -0.769 -2.923 0.507
O 1.867 -1.350 0.147 -0.976
H 1.469 -1.697 -0.677 0.510
H 2.402 -2.078 0.511 0.486
```

The HOMO energy comes out at -0.308 Ha. Its spin multiplicity is 1. The calculation puts the energy relative to the best compared isomer or geometry (same formula, charge and spin) at 13.06 kJ/mol. Its SMILES is C[C@@H](CCS)NC=O.O.O.O. For the total energy, the calculation gives -954.6461 hartree. As for the total charge: 0.

***

Computed, not measured: 4 unconnected molecules or ions with the total composition C5H17NO5 at a distorted geometry, with the ωB97M-V functional and the def2-TZVPD basis.

```
28
Properties=species:S:1:pos:R:3:nbo_charge:R:1
C -1.861 -0.204 -1.371 -0.606
C -0.381 0.191 -1.255 -0.410
C 0.575 -1.003 -1.229 -0.087
C 0.596 -1.796 0.104 -0.060
O -0.522 -2.649 0.258 -0.721
N 1.939 -0.560 -1.539 -0.605
C 2.780 0.189 -0.803 0.542
O 2.612 0.594 0.331 -0.653
H -2.448 0.709 -1.337 0.232
H -1.932 -0.707 -2.336 0.207
H -2.135 -0.880 -0.582 0.189
H -0.122 0.873 -2.062 0.214
H -0.222 0.780 -0.345 0.206
H 0.222 -1.779 -1.911 0.216
H 1.439 -2.485 0.086 0.182
H 0.706 -1.133 0.943 0.163
H -1.274 -2.184 0.638 0.477
H 2.341 -1.026 -2.336 0.402
H 3.688 0.401 -1.360 0.119
O -2.050 0.187 2.219 -0.962
H -1.238 0.567 2.591 0.490
H -1.894 0.273 1.272 0.465
O -1.423 2.838 0.896 -0.961
H -1.765 2.720 1.785 0.477
H -0.465 2.853 0.959 0.486
O 0.587 1.262 2.087 -0.987
H 1.216 1.332 2.814 0.482
H 1.029 0.638 1.485 0.501
```

The HOMO energy comes out at -0.370 Ha. Its spin multiplicity is 1. The calculation puts the energy relative to the best compared isomer or geometry (same formula, charge and spin) at 76.26 kJ/mol. Its SMILES is CC[C@H](CO)NC=O.O.O.O. For the total energy, the calculation gives -631.6685 hartree. As for the total charge: 0.

***

Computed, not measured: 4 unconnected molecules or ions with the total composition C5H17NO5 at a distorted geometry, with the ωB97M-V functional and the def2-TZVPD basis.

```
28
Properties=species:S:1:pos:R:3:nbo_charge:R:1
C 0.531 2.417 1.699 -0.643
C 0.057 1.987 0.325 -0.221
N -0.298 0.525 0.309 -0.458
C -1.458 0.238 1.179 -0.430
C -0.503 0.075 -1.073 -0.341
C -0.375 -1.428 -1.079 0.803
O -1.129 -2.280 -0.726 -0.565
O 0.837 -1.798 -1.627 -0.735
H -0.318 2.497 2.405 0.204
H 1.070 3.398 1.603 0.221
H 1.268 1.591 2.119 0.241
H 0.844 2.138 -0.400 0.193
H -0.819 2.665 0.014 0.181
H -1.701 -0.838 1.078 0.229
H -2.327 0.775 0.971 0.164
H -1.163 0.440 2.241 0.210
H 0.264 0.524 -1.743 0.226
H -1.501 0.300 -1.531 0.233
H 0.929 -2.775 -1.678 0.507
O 1.922 -0.714 2.173 -0.972
H 1.131 -0.391 1.734 0.472
H 2.428 -1.133 1.556 0.480
O 3.048 -1.559 -0.106 -0.960
H 3.531 -0.839 -0.434 0.469
H 2.221 -1.557 -0.591 0.484
O -2.960 2.044 -1.359 -0.936
H -3.485 2.045 -0.596 0.470
H -3.536 2.205 -2.071 0.473
```

The HOMO energy comes out at -0.340 Ha. Its spin multiplicity is 1. The calculation puts the energy relative to the best compared isomer or geometry (same formula, charge and spin) at 140.54 kJ/mol. Its SMILES is CCN(C)CC(=O)O.O.O.O. For the total energy, the calculation gives -631.6440 hartree. As for the total charge: 0.

***

Computed, not measured: 2 unconnected molecules or ions with the total composition C5H18INSi3 at a distorted geometry, with the ωB97M-V functional and the def2-TZVPD basis.

```
28
Properties=species:S:1:pos:R:3:nbo_charge:R:1
C -0.127 3.908 0.655 -1.011
C 3.386 0.067 0.828 -1.169
C -2.399 -0.482 -0.066 -1.135
C -1.645 -3.429 -0.778 -1.074
C -0.152 -0.793 -2.304 -1.040
N 0.462 -1.377 0.374 -1.387
Si 0.405 2.162 1.374 0.597
Si 1.770 0.788 0.139 1.158
Si -0.923 -1.603 -0.631 1.759
I 0.432 -1.667 2.511 0.206
H 0.593 4.462 0.196 0.228
H -0.927 3.482 -0.016 0.234
H -0.657 4.438 1.480 0.245
H 3.788 -0.736 0.106 0.261
H 4.272 0.758 0.928 0.256
H 3.267 -0.534 1.803 0.273
H -3.133 0.046 -0.731 0.242
H -2.937 -1.280 0.451 0.223
H -2.007 0.235 0.700 0.230
H -2.457 -3.440 -1.427 0.229
H -0.936 -4.211 -1.137 0.240
H -1.969 -3.576 0.242 0.229
H -0.527 0.207 -2.402 0.215
H 0.810 -0.676 -2.060 0.205
H -0.350 -1.340 -3.235 0.232
H 0.764 2.458 2.774 -0.124
H -0.794 1.282 1.451 -0.129
H 1.990 0.848 -1.224 -0.193
```

The HOMO energy comes out at -0.298 Ha. Its spin multiplicity is 1. The calculation puts the energy relative to the best compared isomer or geometry (same formula, charge and spin) at 293.96 kJ/mol. For the total energy, the calculation gives -1422.1327 hartree. As for the total charge: 0.

***

Computed, not measured: 4 unconnected molecules or ions with the total composition C5H18N2O4 at a distorted geometry, with the ωB97M-V functional and the def2-TZVPD basis.

```
29
Properties=species:S:1:pos:R:3:nbo_charge:R:1
O 1.111 -1.433 3.667 -0.468
C 0.259 -1.078 2.895 0.399
C 0.337 -1.577 1.456 -0.143
C 0.376 -0.385 0.435 -0.442
C -0.571 0.700 0.836 -0.156
C -1.606 0.901 0.036 -0.030
N -2.572 1.996 0.110 -0.703
N 1.478 -2.540 1.384 -0.668
H -0.659 -0.623 3.283 0.173
H -0.554 -2.151 1.285 0.242
H 0.211 -0.771 -0.566 0.260
H 1.450 -0.172 0.388 0.259
H -0.432 1.282 1.739 0.241
H -1.928 0.169 -0.684 0.232
H -3.495 1.805 0.514 0.456
H -2.739 2.439 -0.798 0.489
H -2.232 2.811 0.640 0.450
H 1.141 -3.465 1.131 0.455
H 2.125 -2.208 0.725 0.457
H 1.988 -2.571 2.282 0.469
H 1.949 1.368 -2.720 0.476
H 2.151 2.618 -1.890 0.487
O 1.997 1.667 -1.805 -0.961
H -2.287 2.498 -3.586 0.496
H -1.302 3.472 -3.098 0.495
O -2.040 2.950 -2.762 -0.980
H 2.138 -3.304 -1.639 0.502
H 2.041 -1.880 -1.943 0.496
O 1.665 -2.518 -1.313 -0.985
```

The HOMO energy comes out at -0.638 Ha. Its spin multiplicity is 1. The calculation puts the energy relative to the best compared isomer or geometry (same formula, charge and spin) at 0.00 kJ/mol. For the total energy, the calculation gives -611.1619 hartree. As for the total charge: +2.

***

Computed, not measured: 2 unconnected molecules or ions with the total composition C5H18N3, with the ωB97M-V functional and the def2-TZVPD basis.

```
26
Properties=species:S:1:pos:R:3:nbo_charge:R:1
C 0.539 -2.743 -0.098 -0.238
N 0.784 -3.282 -1.429 -0.817
C 1.374 -1.482 0.024 -0.218
N 0.978 -0.700 1.247 -0.734
H 0.896 -3.470 0.634 0.207
H -0.514 -2.540 0.138 0.170
H 0.406 -4.213 -1.535 0.381
H 0.334 -2.695 -2.128 0.360
H 1.228 -0.804 -0.816 0.210
H 2.435 -1.707 0.092 0.230
H 1.673 0.022 1.435 0.424
H 0.016 -0.143 1.072 0.454
H 0.918 -1.271 2.085 0.420
C 0.441 2.432 0.274 -0.623
C -1.039 2.081 0.198 -0.048
C -1.507 2.019 -1.246 -0.621
N -1.270 0.777 0.913 -0.844
H 0.651 3.430 -0.106 0.247
H 0.805 2.411 1.305 0.205
H 0.998 1.729 -0.353 0.192
H -1.621 2.830 0.737 0.198
H -2.516 1.607 -1.315 0.218
H -1.524 3.021 -1.667 0.242
H -0.855 1.382 -1.846 0.206
H -1.545 1.014 1.853 0.388
H -2.083 0.296 0.531 0.392
```

The HOMO energy comes out at -0.482 Ha. Its spin multiplicity is 1. The calculation puts the energy relative to the best compared isomer or geometry (same formula, charge and spin) at 21.52 kJ/mol. For the total energy, the calculation gives -365.3450 hartree. As for the total charge: +1.

***

no.,lowest unoccupied orbital energy (eV),HOMO-LUMO gap (Eh)
1,0.79,0.38549
2,0.51,0.32789
3,0.44,0.32400
4,0.50,0.38824
5,0.36,0.35266
6,-0.66,0.27357
7,-6.12,0.41288
8,-2.81,0.37897